(1)
Density functional theory data (ωB97M-V with the def2-TZVPD basis set) for C22H25AsBBrCoN6 as an isolated structure.

Each line ends with the Mulliken charge.
Atoms and positions in Å:
C: -3.18 1.13 -2.30  -1.071
H: -0.31 -1.32 -2.41  0.038
H: -2.73 -1.40 3.90  0.434
N: 2.25 0.01 -1.54  -0.061
H: 1.15 -2.99 1.83  0.533
Br: -0.61 0.02 2.59  -0.072
H: 3.93 0.33 -4.34  0.395
H: 1.39 -0.18 -3.43  0.466
C: 3.58 0.28 -3.32  -1.259
N: 1.62 1.67 0.75  -0.143
H: -2.05 -2.91 -3.07  0.394
C: 2.28 3.55 1.78  -1.238
H: 3.65 -3.64 2.81  0.399
N: 2.13 -1.31 1.08  0.026
C: 2.28 0.01 -2.87  -0.076
N: 3.50 0.28 -1.11  0.204
H: -1.98 4.10 -2.45  0.374
C: -2.76 -1.74 2.87  -0.727
Co: 0.81 -0.12 0.01  -0.421
H: -2.53 2.26 1.39  0.270
H: 0.15 3.07 1.22  0.406
H: -3.99 2.23 0.37  0.470
C: 2.09 -2.46 1.74  -0.061
H: -3.13 0.72 0.76  0.242
H: -2.86 1.32 -3.33  0.366
C: -1.86 -1.27 1.96  1.027
H: 2.26 4.51 2.25  0.406
C: -2.90 -3.04 -1.13  -0.769
N: 3.40 -0.87 1.13  0.254
C: -2.36 3.83 -1.47  -1.177
H: 4.42 2.89 1.77  0.453
H: -1.90 4.49 -0.73  0.338
H: -4.45 -3.05 3.18  0.390
H: -3.44 3.99 -1.45  0.350
C: 1.20 2.82 1.26  -0.098
C: 3.36 -2.78 2.23  -1.242
C: -3.74 -2.68 2.46  -0.559
H: -4.52 -3.80 0.83  0.374
C: -2.84 -2.60 0.21  0.724
C: -3.01 1.78 0.54  -0.972
C: -0.87 -1.18 -0.36  -1.177
C: 4.31 0.44 -2.16  -0.065
C: 4.16 -1.74 1.82  -0.098
C: -3.77 -3.09 1.16  -0.952
As: -1.90 1.96 -1.07  0.320
C: 3.38 2.74 1.54  -0.094
H: -3.67 -3.75 -1.41  0.372
N: 2.96 1.62 0.94  0.260
H: 5.36 0.66 -2.01  0.449
C: -1.01 -1.66 -1.64  0.473
B: 3.80 0.43 0.39  0.015
H: 4.97 0.65 0.56  -0.132
H: -4.17 1.55 -2.15  0.403
C: -1.83 -1.67 0.59  1.304
C: -2.00 -2.58 -2.04  -1.113
H: 5.21 -1.55 1.96  0.459
H: -3.19 0.06 -2.12  0.188

* LUMO energy (alpha / beta): 0.72 / 0.60 eV
* gap between HOMO and LUMO (alpha / beta): 8.47 / 8.36 eV
* max |F|: 0.005 hartree/bohr
* multiplicity: 4
* total energy: -201347.053 eV

***

(2)
Density functional theory data (ωB97M-V with the def2-TZVPD basis set) for C22H25AsBeN2O3S2 as an isolated structure.

Each line ends with the Mulliken charge.
Atoms and positions in Å:
C: -19.31 -2.22 5.55  -0.658
H: -9.34 -9.62 4.55  0.385
O: -20.41 -5.27 2.45  -0.318
N: -21.94 -3.81 4.22  -0.126
C: -11.26 -8.89 5.23  -0.522
H: -21.79 -1.74 4.43  0.371
H: -18.54 -2.22 6.25  0.384
S: -22.09 -3.50 1.28  -0.410
H: -13.26 -8.09 5.55  0.203
H: -22.75 -2.49 5.75  0.383
C: -12.35 -8.07 4.87  -0.380
H: -11.52 -7.45 1.66  0.387
H: -22.77 -3.69 3.68  0.213
C: -10.20 -9.03 4.35  -0.452
C: -13.85 -4.58 1.54  0.598
Be: -20.83 -3.84 2.90  -0.081
C: -11.41 -7.77 2.69  0.011
H: -18.70 -4.20 4.62  0.373
C: -13.78 -4.90 2.87  0.187
H: -13.60 -6.81 -2.57  0.435
C: -20.67 -2.64 6.11  -0.555
H: -20.91 -1.99 6.93  0.351
S: -21.20 -5.43 1.11  1.003
As: -14.33 -6.80 3.19  0.019
C: -13.77 -6.76 -1.52  -0.879
H: -13.15 -1.85 4.21  0.477
H: -14.28 -9.12 0.96  0.428
C: -14.25 -6.93 1.25  -0.065
C: -13.75 -5.59 -0.74  -0.560
C: -10.33 -8.53 3.08  -0.484
H: -13.59 -4.61 -1.18  0.274
H: -21.94 -4.60 4.85  0.299
C: -13.47 -3.95 3.87  -0.541
C: -14.04 -5.67 0.60  0.906
H: -13.22 -1.32 1.73  0.379
C: -13.49 -3.28 1.15  -0.567
C: -18.76 -3.11 4.43  -0.588
H: -13.12 -3.13 0.16  0.288
O: -20.25 -5.52 -0.02  -0.597
C: -12.47 -7.53 3.57  0.187
H: -13.29 -4.30 4.89  0.380
H: -19.45 -1.20 5.11  0.277
C: -13.29 -2.60 3.48  -0.730
C: -13.27 -2.33 2.13  -0.538
H: -19.51 -1.91 2.80  0.340
C: -14.20 -8.14 0.53  -0.444
O: -22.25 -6.44 1.21  -0.597
C: -13.89 -8.01 -0.83  -0.356
H: -11.23 -9.31 6.21  0.376
H: -18.76 -3.36 2.35  0.262
H: -9.46 -8.73 2.41  0.274
N: -19.41 -2.92 3.02  -0.242
H: -13.76 -8.99 -1.31  0.333
H: -20.57 -3.71 6.46  0.320
H: -17.67 -2.85 4.35  0.318
C: -21.84 -2.58 5.09  -0.731

* LUMO energy: -0.02 eV
* gap between HOMO and LUMO: 8.24 eV
* max |F|: 0.059 hartree/bohr
* multiplicity: 1
* total energy: -115255.218 eV